[1]
54
Properties=species:S:1:pos:R:3:forces:R:3:lowdin_spin:R:1 method="wB97M-V/def2-TZVPD" spin_multiplicity=3 s2=2.016 lumo_ev="-0.224 / -2.418" homo_lumo_gap_ev="7.548 / 5.089" e_homo_ev="-7.8 / -7.5"
Pd 2.15371 0.54874 -1.42623 0.1 0.0 0.2 1.2563
C -5.01846 -1.53154 -2.26103 0.0 0.0 0.0 0.0027
C -4.82868 -0.41571 -1.22504 0.0 0.0 0.0 0.0050
C -5.66907 -0.75533 0.00605 0.0 0.0 0.0 0.0000
C -5.34230 0.90682 -1.80942 0.0 0.0 0.0 0.0027
C -3.34430 -0.27962 -0.89537 0.0 0.0 0.0 0.0422
C -2.43874 0.02810 -1.90777 0.0 0.0 0.0 -0.0059
C -1.10550 0.14828 -1.60076 -0.1 -0.1 0.3 0.0385
Br 0.10022 0.56652 -2.99553 -0.2 0.1 -0.5 0.0862
C -0.56897 -0.02039 -0.30530 0.0 0.0 0.0 0.0057
O 0.72410 0.11003 -0.08201 0.1 0.0 -0.1 0.2392
C -1.48558 -0.33291 0.72509 0.0 0.0 -0.1 0.0440
C -2.83213 -0.44850 0.38388 0.0 0.0 0.0 -0.0063
C -1.12505 -0.55879 2.20252 0.0 0.0 -0.1 0.0042
C -1.88505 0.46753 3.05738 0.0 0.0 0.0 0.0022
C 0.35924 -0.42626 2.54938 0.0 0.0 0.1 -0.0001
C -1.56101 -1.97653 2.60461 0.0 0.0 0.0 0.0022
H -6.07762 -1.63443 -2.50607 0.0 0.0 0.0 0.0004
H -4.66181 -2.48810 -1.87565 0.0 0.0 0.0 0.0001
H -4.48201 -1.32119 -3.18704 0.0 0.0 0.0 0.0000
H -6.71643 -0.84003 -0.28769 0.0 0.0 0.0 -0.0001
H -5.60217 0.01999 0.77145 0.0 0.0 0.0 0.0000
H -5.37283 -1.70668 0.45168 0.0 0.0 0.0 0.0000
H -6.40339 0.81837 -2.05179 0.0 0.0 0.0 0.0004
H -4.81401 1.17875 -2.72401 0.0 0.0 0.0 0.0000
H -5.22110 1.72324 -1.09565 0.0 0.0 0.0 0.0001
H -2.76873 0.17313 -2.92767 0.0 0.0 0.0 0.0003
H -3.52375 -0.68746 1.17810 0.0 0.0 0.0 -0.0010
H -1.59462 1.48456 2.78890 0.0 0.0 0.0 0.0001
H -1.64984 0.31387 4.11283 0.0 0.0 0.0 0.0003
H -2.96542 0.38356 2.94212 0.0 0.0 0.0 -0.0001
H 0.74133 0.56999 2.33246 0.0 0.0 0.0 -0.0001
H 0.96951 -1.15163 2.01369 0.0 0.0 0.0 -0.0001
H 0.46847 -0.61031 3.62159 0.0 0.0 0.0 0.0000
H -2.63181 -2.13259 2.47595 0.0 0.0 0.0 -0.0001
H -1.32313 -2.15049 3.65630 0.0 0.0 0.0 0.0003
H -1.03642 -2.72543 2.00900 0.0 0.0 0.0 0.0001
I 5.91087 1.68448 -4.90891 0.0 0.0 0.0 0.0052
C 6.03520 1.32923 -2.86932 0.1 0.0 0.0 0.0277
C 7.29171 1.38133 -2.23671 0.0 0.0 0.0 -0.0027
C 7.42611 1.15464 -0.89496 -0.1 0.0 -0.1 0.0230
I 9.32687 1.25390 -0.04998 0.1 0.0 0.0 0.0050
C 6.28019 0.85899 -0.11076 0.1 0.0 0.1 0.0007
C 6.28396 0.60608 1.27947 0.0 0.0 0.0 0.0028
C 5.11767 0.33111 1.93539 0.0 0.0 0.0 0.0001
C 3.91735 0.30402 1.20625 0.0 0.0 0.1 0.0112
N 3.88452 0.53461 -0.08280 0.1 0.0 0.1 0.0723
C 5.03107 0.81081 -0.75962 -0.1 0.0 0.0 0.0048
C 4.87456 1.04738 -2.17167 0.0 0.0 0.1 -0.0032
O 3.69408 0.98948 -2.71700 0.0 0.0 0.0 0.1327
H 8.16334 1.60661 -2.83532 0.0 0.0 0.0 -0.0006
H 7.22274 0.63328 1.81666 0.0 0.0 0.0 0.0003
H 5.10488 0.13578 2.99772 0.0 0.0 0.0 0.0002
H 2.96827 0.09073 1.68258 0.0 0.0 0.0 0.0010

---

[2]
58
Properties=species:S:1:pos:R:3:forces:R:3:lowdin_charge:R:1 method="wB97M-V/def2-TZVPD" relative_energy_ev=0.446 lumo_ev="-8.775 / -8.776" total_charge=+2 homo_lumo_gap_ev="5.237 / 5.236" e_homo_ev="-14.0 / -14.0"
Cd -0.01977 -0.55285 -1.35079 -0.4 0.4 -0.6 1.2376
C 2.77434 1.79663 -3.93540 0.0 0.0 0.0 -0.0346
C 4.01776 1.72343 -3.31892 0.0 0.0 0.0 -0.0166
C 4.11925 1.11310 -2.08554 0.0 0.0 0.0 0.0167
C 2.98866 0.54380 -1.49746 0.0 0.0 0.1 -0.3133
N 1.78804 0.59740 -2.11459 0.2 -0.1 0.2 -0.0150
C 1.69408 1.23080 -3.29531 0.0 0.0 -0.1 -0.1523
N 3.19952 0.00489 -0.22427 -0.2 -0.1 0.0 0.1879
C 2.53082 -0.91395 0.35960 0.5 0.1 -0.2 -0.3392
N 1.39325 -1.57222 -0.11296 -0.4 0.5 0.5 0.0029
C 0.99310 -2.51108 0.81097 0.1 -0.8 -0.1 -0.3732
N -0.01375 -3.30484 0.73074 0.1 0.2 0.1 0.2002
C -0.91158 -3.44040 -0.33088 -0.1 0.0 0.1 -0.3150
C -1.47746 -4.70733 -0.47346 0.0 0.1 0.0 0.0213
C -2.45280 -4.91354 -1.42863 0.0 0.0 0.0 -0.0127
C -2.89077 -3.83832 -2.19157 0.0 0.1 0.0 -0.0285
C -2.29815 -2.60974 -1.99287 0.0 -0.1 0.0 -0.1458
N -1.30803 -2.40870 -1.10861 0.2 -0.2 0.1 -0.0185
C 1.91232 -2.45531 1.96613 0.2 -0.1 0.0 -0.1478
C 1.95485 -3.19649 3.13559 0.0 0.0 -0.1 0.0152
C 2.98219 -2.91022 4.02595 0.0 0.0 0.0 -0.0291
C 3.93315 -1.92627 3.74513 0.0 0.0 0.0 -0.0275
C 3.89158 -1.19223 2.56503 0.0 0.0 0.0 0.0184
C 2.86024 -1.47198 1.68717 0.0 -0.1 0.0 -0.1295
H 2.64333 2.28134 -4.89178 0.0 0.0 0.0 0.1205
H 4.89215 2.15494 -3.78694 0.0 0.0 0.0 0.1270
H 5.05316 1.05930 -1.54613 0.0 0.0 0.0 0.1261
H 0.70368 1.27300 -3.73225 0.0 0.0 0.0 0.0903
H -1.14031 -5.49553 0.18345 0.0 0.0 0.0 0.1278
H -2.89025 -5.89431 -1.55735 0.0 0.0 0.0 0.1283
H -3.67950 -3.94706 -2.92155 0.0 0.0 0.0 0.1223
H -2.61731 -1.73874 -2.55279 0.0 0.0 0.0 0.0901
H 1.22584 -3.96956 3.33741 0.0 0.0 0.0 0.1271
H 3.05679 -3.46496 4.95139 0.0 0.0 0.0 0.1206
H 4.72305 -1.74093 4.46042 0.0 0.0 0.0 0.1207
H 4.63482 -0.44065 2.33701 0.0 0.0 0.0 0.1265
C -4.41681 1.19117 0.89189 0.0 0.0 0.0 -0.0622
C -3.00063 0.72054 1.16743 0.1 0.0 0.0 -0.2711
N -1.99758 1.77985 0.92366 -0.2 0.1 0.1 -0.0107
C -1.64894 2.18735 -0.30997 0.1 -0.1 -0.2 -0.7900
S -1.83267 1.14909 -1.69215 -0.1 0.1 0.0 0.5813
N -1.16738 3.39858 -0.50897 0.1 -0.1 0.0 0.0260
C -1.05232 4.51990 0.43610 0.0 0.0 0.0 -0.1993
C -2.11219 5.57629 0.17480 0.0 0.0 0.0 -0.0571
H -5.12362 0.39304 1.11596 0.0 0.0 0.0 0.0916
H -4.53787 1.46644 -0.15585 0.0 0.0 0.0 0.0727
H -4.67471 2.04777 1.51568 0.0 0.0 0.0 0.0870
H -2.74248 -0.13513 0.54420 0.0 0.0 0.0 0.0665
H -2.88622 0.42878 2.21250 0.0 0.0 0.0 0.1177
H -2.03355 2.51823 1.61450 0.0 0.0 0.0 0.1307
H -0.91338 3.59154 -1.46803 0.0 0.0 0.0 0.1335
H -0.04711 4.92484 0.32202 0.0 0.0 0.0 0.1301
H -1.10986 4.14420 1.45641 0.0 0.0 0.0 0.1084
H -2.04779 5.94835 -0.84745 0.0 0.0 0.0 0.0865
H -1.96569 6.42058 0.84673 0.0 0.0 0.0 0.0909
H -3.11407 5.17813 0.33532 0.0 0.0 0.0 0.0822
O -0.08263 -0.64321 2.18703 -0.1 0.5 -0.2 0.2615
N 0.24119 0.03225 1.39224 0.0 -0.5 0.3 0.2948